Entry from the Open Molecules 2025 dataset: a 2-piece molecular cluster, C3H6IN5 overall in a non-equilibrium geometry (ωB97M-V with the def2-TZVPD basis set).

ORCA input file:
```
! wB97M-V def2-TZVPD RIJCOSX def2/J DEFGRID3
* xyz 0 1
C -0.607 1.043 0.608
C 0.777 -1.558 -1.097
C 1.598 -0.245 0.780
N -1.329 0.036 0.094
N -1.388 2.122 0.666
N -2.544 0.553 -0.189
N -2.631 1.790 0.131
N 1.034 -1.350 0.286
I 2.523 1.094 -0.434
H 0.745 -2.618 -1.522
H -0.315 -1.298 -1.079
H 1.314 -0.865 -1.767
H 1.550 -0.024 1.764
H 0.221 -1.676 0.817
H -0.948 2.994 0.945
*
```

Its energy above the lowest of the compared OMol25 structures with the same formula, charge and spin is 274.8 kJ/mol. The HOMO energy (spin up / spin down) comes out at -0.304 / -0.304 hartree.

In the Löwdin picture, each atom carries the following charge in e:
1. C -0.299
2. C -0.159
3. C -0.600
4. N -0.097
5. N -0.037
6. N -0.099
7. N -0.039
8. N -0.125
9. I 0.982
10. H 0.113
11. H 0.069
12. H 0.015
13. H 0.006
14. H 0.145
15. H 0.123

***

Entry from the Open Molecules 2025 dataset: C3H6INO as an isolated structure in a non-equilibrium geometry (ωB97M-V with the def2-TZVPD basis set).

ORCA input file:
```
! wB97M-V def2-TZVPD RIJCOSX def2/J DEFGRID3
* xyz 0 1
C 0.286 1.187 0.832
C -0.377 -1.207 0.322
C -0.419 0.217 -0.067
N 0.732 0.290 -1.774
O 0.964 -0.724 -2.287
I -1.983 0.928 -1.281
H 0.149 0.968 1.891
H 0.084 2.259 0.567
H 1.364 0.836 0.582
H -0.056 -1.718 -0.574
H 0.427 -1.317 1.071
H -1.171 -1.720 0.718
*
```

Its energy above the lowest of the compared OMol25 structures with the same formula, charge and spin is 326.5 kJ/mol. The HOMO energy (spin up / spin down) comes out at -0.292 / -0.291 hartree.

In the Löwdin picture, each atom carries the following charge in e:
1. C -0.168
2. C -0.161
3. C -0.905
4. N -0.060
5. O -0.021
6. I 0.863
7. H 0.073
8. H 0.075
9. H 0.107
10. H 0.054
11. H 0.095
12. H 0.048

***

Copy entry 2 word for word.
Entry from the Open Molecules 2025 dataset: C3H6INO as an isolated structure in a non-equilibrium geometry (ωB97M-V with the def2-TZVPD basis set).

ORCA input file:
```
! wB97M-V def2-TZVPD RIJCOSX def2/J DEFGRID3
* xyz 0 1
C 0.286 1.187 0.832
C -0.377 -1.207 0.322
C -0.419 0.217 -0.067
N 0.732 0.290 -1.774
O 0.964 -0.724 -2.287
I -1.983 0.928 -1.281
H 0.149 0.968 1.891
H 0.084 2.259 0.567
H 1.364 0.836 0.582
H -0.056 -1.718 -0.574
H 0.427 -1.317 1.071
H -1.171 -1.720 0.718
*
```

Its energy above the lowest of the compared OMol25 structures with the same formula, charge and spin is 326.5 kJ/mol. The HOMO energy (spin up / spin down) comes out at -0.292 / -0.291 hartree.

In the Löwdin picture, each atom carries the following charge in e:
1. C -0.168
2. C -0.161
3. C -0.905
4. N -0.060
5. O -0.021
6. I 0.863
7. H 0.073
8. H 0.075
9. H 0.107
10. H 0.054
11. H 0.095
12. H 0.048

***

The highest energy above the lowest of the compared OMol25 structures with the same formula, charge and spin belongs to which entry?
C3H6INO

***

Which value of energy above the lowest of the compared OMol25 structures with the same formula, charge and spin does entry 2 give?
326.5 kJ/mol

***

Copy entry 2 word for word.
Entry from the Open Molecules 2025 dataset: C3H6INO as an isolated structure in a non-equilibrium geometry (ωB97M-V with the def2-TZVPD basis set).

ORCA input file:
```
! wB97M-V def2-TZVPD RIJCOSX def2/J DEFGRID3
* xyz 0 1
C 0.286 1.187 0.832
C -0.377 -1.207 0.322
C -0.419 0.217 -0.067
N 0.732 0.290 -1.774
O 0.964 -0.724 -2.287
I -1.983 0.928 -1.281
H 0.149 0.968 1.891
H 0.084 2.259 0.567
H 1.364 0.836 0.582
H -0.056 -1.718 -0.574
H 0.427 -1.317 1.071
H -1.171 -1.720 0.718
*
```

Its energy above the lowest of the compared OMol25 structures with the same formula, charge and spin is 326.5 kJ/mol. The HOMO energy (spin up / spin down) comes out at -0.292 / -0.291 hartree.

In the Löwdin picture, each atom carries the following charge in e:
1. C -0.168
2. C -0.161
3. C -0.905
4. N -0.060
5. O -0.021
6. I 0.863
7. H 0.073
8. H 0.075
9. H 0.107
10. H 0.054
11. H 0.095
12. H 0.048